An isolated ion of composition C8H11INO and charge +1 at a distorted geometry, computed with the ωB97M-V functional and the def2-TZVPD basis.

- net charge = +1
- electronic energy (eV) = -20097.2784
- relative energy (zero: lowest compared OMol25 entry of this formula, charge and spin) (kJ/mol) = 145.7
- F_max (eV/A) = 4.3
- HOMO energy (alpha / beta) (hartree) = -0.4510 / -0.4510
- multiplicity = 1
- gap between HOMO and LUMO (alpha / beta) (eV) = 5.38 / 5.38

The geometry in XYZ format:
```
22
Properties=species:S:1:pos:R:3:forces:R:3
C 1.06825 0.00380 -0.55651 -0.327 -1.390 -0.861
C 0.13593 -0.31017 0.65192 0.195 1.017 -0.916
C -1.27233 -0.22508 0.40234 -1.082 -1.238 -2.406
C 1.07993 -0.86788 -1.75403 0.509 0.492 -0.197
C 2.22107 -0.97196 -0.83455 -0.993 -2.012 0.670
C -0.68692 -1.56377 0.51569 -0.375 -0.573 2.819
C 0.79262 0.27549 1.80501 2.459 0.598 0.411
C -1.87550 1.87915 -0.22894 -1.269 3.600 -1.325
N -2.14407 0.47517 -0.33273 2.970 0.435 3.148
O -3.14194 0.14839 -0.89198 -2.359 -1.654 -1.571
I 0.55866 -1.26187 -3.74345 0.407 0.470 2.313
H 1.33101 1.03417 -0.57987 -0.378 0.945 -0.682
H 3.16111 -0.71099 -1.28968 0.398 0.260 0.020
H 2.29623 -1.81569 -0.06400 -0.134 1.010 -1.298
H -0.18836 -2.26949 -0.10500 -0.668 -0.592 -1.486
H -0.96328 -2.05960 1.48585 0.375 0.391 -0.937
H 1.10833 1.27272 1.48794 -0.324 0.370 0.503
H 1.77223 -0.19319 1.99140 -0.375 -0.226 0.223
H 0.23782 0.32135 2.70304 -0.702 -0.038 0.841
H -2.81706 2.51731 0.04084 1.447 -1.609 -0.761
H -1.49955 2.21207 -1.24326 -0.475 -0.155 1.129
H -1.17418 2.11007 0.53999 0.703 -0.100 0.362
```
Forces are in eV/Å.

A 16-piece molecular cluster, C24H43Cl30F3O3 overall at a distorted geometry, computed with the ωB97M-V functional and the def2-TZVPD basis.

- net charge = 0
- electronic energy (eV) = -415550.4502
- F_max (eV/A) = 1.4
- HOMO energy (hartree) = -0.3326
- multiplicity = 1
- gap between HOMO and LUMO (eV) = 9.38

The geometry in XYZ format:
```
103
Properties=species:S:1:pos:R:3:forces:R:3
C -4.95306 0.01177 -0.60566 -0.111 0.048 0.236
C -3.70879 0.10916 -1.47252 -0.217 0.012 -0.099
O -3.96101 0.99197 -2.58088 0.032 -0.029 0.185
C -2.42938 0.50277 -0.74562 0.549 -0.027 0.026
C -2.47614 1.83506 0.00738 -0.499 0.231 -0.141
C -1.98253 3.04250 -0.79971 0.068 -0.371 0.045
C -3.02998 4.16074 -0.88166 1.322 -0.400 0.047
C -2.77615 5.21134 -1.90678 0.669 0.188 0.417
F -2.92504 4.85796 -3.20212 -1.365 0.113 0.028
C -2.52136 6.50213 -1.64523 -0.337 -0.249 -0.546
F -3.17581 7.51957 -2.17786 0.787 0.255 -0.941
F -1.55430 6.94541 -0.85657 -0.659 0.001 1.193
O -1.72869 1.77210 1.25339 -0.149 -0.125 -0.065
C -2.47668 1.28543 2.28180 -0.253 0.193 0.487
O -3.14373 1.97744 2.99752 0.268 -0.180 -0.357
H -5.78499 -0.40912 -1.17389 0.293 -0.078 0.227
H -4.79346 -0.58912 0.29330 0.088 -0.056 -0.093
H -5.28191 1.00136 -0.26406 0.048 -0.035 -0.028
H -3.53593 -0.86862 -1.92631 0.092 0.386 0.095
H -4.51641 1.70944 -2.25702 0.004 0.035 -0.098
H -2.12454 -0.28226 -0.04616 -0.249 -0.051 -0.042
H -1.63423 0.54199 -1.49822 -0.001 0.006 0.082
H -3.51472 2.04558 0.29423 0.051 -0.063 0.037
H -1.67671 2.71268 -1.79556 -0.326 0.156 0.230
H -1.08538 3.41343 -0.29530 -0.026 0.057 -0.113
H -3.10851 4.64202 0.09618 -0.182 -0.022 -0.059
H -4.00867 3.73005 -1.12687 -0.023 0.186 -0.015
H -2.41816 0.19430 2.43084 0.167 0.056 -0.146
C 1.86679 8.14760 0.51390 0.098 -0.066 -0.057
Cl 3.01939 9.34274 1.11957 -0.039 0.041 0.001
Cl 2.64922 6.59575 0.16714 -0.058 -0.030 -0.027
H 1.10642 7.99660 1.26714 0.141 -0.148 -0.022
H 1.42630 8.52549 -0.40101 0.045 -0.002 -0.023
C 1.53493 3.87932 -2.06083 -0.012 0.099 -0.009
Cl 0.47768 2.82786 -3.00358 0.274 -0.015 -0.310
Cl 2.32321 3.01189 -0.73698 0.036 0.045 0.064
H 2.29718 4.27770 -2.71962 0.036 -0.044 0.014
H 0.94481 4.68224 -1.63283 -0.032 -0.040 0.026
C -1.76993 -3.50520 2.52637 0.129 0.049 -0.086
Cl -0.14082 -3.34634 1.85640 -0.015 -0.026 -0.004
Cl -2.98171 -2.74734 1.47730 -0.133 0.145 0.142
H -2.01288 -4.55664 2.63429 0.142 0.153 -0.124
H -1.79827 -3.01484 3.48921 0.019 0.093 -0.037
C 3.37314 -0.29777 -1.94589 -0.150 0.021 0.001
Cl 1.64751 -0.58117 -1.69469 -0.060 -0.096 0.010
Cl 4.37750 -1.55327 -1.20492 0.052 0.023 -0.018
H 3.57331 -0.28021 -3.01030 -0.005 -0.065 -0.004
H 3.62956 0.65165 -1.49855 -0.107 -0.105 0.059
C 6.90451 0.95420 -2.98694 -0.051 -0.008 -0.112
Cl 5.71973 1.92706 -2.08178 0.163 0.185 -0.181
Cl 6.15407 0.08651 -4.33283 0.028 0.043 -0.005
H 7.65709 1.63355 -3.37066 -0.216 -0.202 -0.050
H 7.34822 0.23329 -2.31226 -0.105 -0.039 0.038
C -2.41631 8.98709 1.77438 -0.075 -0.036 -0.061
Cl -3.09979 8.45718 3.31203 -0.012 -0.004 -0.006
Cl -0.72750 9.49676 1.93378 -0.208 0.188 0.080
H -2.45683 8.16146 1.07428 0.049 -0.001 0.047
H -2.99179 9.82871 1.40875 0.024 0.038 0.047
C -1.01836 -5.33858 5.95983 0.028 -0.036 0.065
Cl -2.60185 -4.81868 5.37250 0.026 0.047 0.228
Cl -0.06581 -6.11912 4.69149 0.116 0.135 0.035
H -0.47700 -4.46912 6.31282 -0.005 0.026 -0.055
H -1.17234 -6.04583 6.76651 -0.037 -0.048 -0.049
C -2.99977 -8.30280 2.54948 -0.023 -0.076 -0.016
Cl -2.15870 -8.77237 4.03191 -0.103 -0.121 -0.037
Cl -3.38765 -6.57557 2.52063 -0.170 -0.231 -0.155
H -2.36177 -8.52450 1.70308 0.050 0.044 0.034
H -3.92628 -8.86072 2.48764 -0.029 0.041 0.056
C 9.38174 0.79715 0.90079 0.066 0.014 0.049
Cl 7.85109 1.21408 0.12201 0.117 0.069 0.259
Cl 10.40987 -0.16304 -0.17222 -0.023 0.007 0.033
H 9.90290 1.71295 1.15260 -0.004 0.019 -0.062
H 9.17228 0.21768 1.79175 -0.028 -0.049 -0.039
C 12.65318 -2.97644 -1.74859 0.008 0.027 0.067
Cl 11.13362 -2.58570 -2.56241 0.008 -0.021 -0.033
Cl 13.73763 -3.92385 -2.77290 0.014 -0.001 0.014
H 13.14979 -2.04977 -1.48688 0.005 0.012 -0.051
H 12.42652 -3.55380 -0.86057 -0.021 -0.038 -0.030
C -5.88229 -5.76581 7.30312 -0.052 -0.009 0.012
Cl -4.80089 -4.58402 8.05407 -0.094 -0.013 0.091
Cl -5.02199 -7.18974 6.70343 -0.015 -0.010 0.004
H -6.59915 -6.09063 8.04712 0.030 -0.010 0.026
H -6.38388 -5.28884 6.46976 0.061 0.003 -0.034
C -1.17628 -9.24268 -1.43630 -0.008 0.028 -0.053
Cl -0.62295 -7.96482 -0.35304 0.184 -0.140 0.045
Cl -1.90347 -10.59410 -0.55431 -0.016 -0.012 -0.014
H -1.92390 -8.82774 -2.10215 -0.033 0.004 0.040
H -0.32650 -9.61344 -1.99625 0.020 -0.029 0.051
C 8.67351 4.39737 -2.72244 -0.091 0.004 0.042
Cl 9.67826 5.62598 -1.95129 -0.012 0.005 0.005
Cl 9.61257 2.96399 -3.17810 0.245 0.173 0.007
H 7.90249 4.08966 -2.02482 0.036 -0.028 0.029
H 8.23640 4.81835 -3.61969 0.055 0.006 -0.024
C -3.20217 -4.79492 -2.30203 0.022 -0.070 -0.122
Cl -2.36552 -5.16902 -0.79680 -0.095 0.023 -0.167
Cl -3.66507 -3.08989 -2.43422 -0.013 -0.367 -0.017
H -2.53636 -5.02269 -3.12602 0.021 0.042 0.002
H -4.10029 -5.39829 -2.35892 -0.037 0.046 0.055
C -8.99684 0.38259 -2.95469 -0.021 0.046 -0.043
Cl -7.23024 0.45000 -2.96153 -0.205 0.106 -0.283
Cl -9.60990 -0.80561 -1.79745 -0.021 0.006 -0.002
H -9.37752 1.35852 -2.67920 0.019 -0.006 0.047
H -9.33562 0.10484 -3.94529 0.026 -0.052 0.006
```
Forces are in eV/Å.

H16O8 as an isolated structure at a distorted geometry, computed with the ωB97M-V functional and the def2-TZVPD basis.

- net charge = 0
- electronic energy (eV) = -16633.9601
- relative energy (zero: lowest compared OMol25 entry of this formula, charge and spin) (kJ/mol) = 776.8
- F_max (eV/A) = 14.7
- HOMO energy (hartree) = -0.2547
- multiplicity = 1
- gap between HOMO and LUMO (eV) = 6.81

The geometry in XYZ format:
```
24
Properties=species:S:1:pos:R:3:forces:R:3
H -0.89900 0.50812 -0.65655 -0.039 0.116 -0.123
H 0.57646 0.24258 -0.40647 0.178 0.071 -0.349
H 2.84571 -2.06116 0.34756 0.698 -0.088 0.453
H 3.32167 -1.06298 -0.69510 0.519 0.347 0.363
H -4.08486 -1.64346 -1.12005 0.071 -0.021 0.094
H -5.21561 -0.82770 -0.51508 0.051 -0.041 0.081
H -0.12658 3.83022 -2.69479 0.116 -0.054 0.085
H 1.00156 3.36531 -3.60098 0.026 -0.007 0.132
H -1.64964 -3.17560 0.98441 -0.025 -0.018 -0.084
H -0.65275 -2.05594 0.73419 -0.237 -0.017 0.166
H 2.72051 0.78358 2.28107 0.134 -0.056 -0.037
H 2.72095 -0.73221 2.16955 0.196 0.175 -0.193
H 0.54163 -1.94285 -0.71541 -0.472 -0.252 -0.830
H 1.69229 -2.23756 -1.66364 -0.471 0.068 -0.027
H -0.98783 2.98976 2.60486 -0.019 0.126 0.012
H -2.50553 3.00129 2.68548 0.031 0.102 0.032
O -0.02878 0.61727 -1.05630 -0.593 0.537 0.506
O 2.56710 -1.27395 -0.13377 11.153 1.949 8.734
O -4.42248 -1.32086 -0.27689 -0.057 0.063 -0.145
O 0.83446 3.77758 -2.74594 -0.104 0.081 -0.204
O -1.06026 -2.81948 0.31001 0.111 0.099 0.143
O 3.25597 0.00714 2.47958 -0.184 0.091 0.367
O 1.28688 -1.52301 -1.15962 -11.064 -3.054 -9.123
O -1.73189 3.55389 2.84389 -0.020 -0.219 -0.052
```
Forces are in eV/Å.